1.
A single C23H31N3 molecule. Source: OMol25; level of theory: ωB97M-V/def2-TZVPD.

XYZ file:
```
57
Properties=species:S:1:pos:R:3:forces:R:3
C -4.419223 -2.731431 0.970100 0.0 0.0 -0.2
C -3.459520 -2.854363 -0.206802 0.1 0.1 0.3
C -2.005168 -2.742320 0.245846 0.0 -0.2 -0.3
C -1.004495 -2.916069 -0.899933 -0.1 0.1 0.1
C -0.939900 -1.738004 -1.881075 0.3 -0.1 0.0
C 0.156564 -0.719331 -1.568612 -0.3 0.0 0.1
H 0.176379 0.024480 -2.369665 0.1 0.0 0.0
H 1.130962 -1.213954 -1.563190 0.0 0.0 0.0
C -0.066325 0.014833 -0.240065 0.1 -0.3 -0.4
N 0.738453 1.203761 -0.093498 0.1 0.0 0.3
C 2.127429 1.203103 -0.126251 -0.2 0.6 -0.2
N 2.677768 2.280652 -0.542275 0.6 -0.3 0.1
C 1.631688 3.198027 -0.927226 -0.2 -0.1 -0.1
H 1.710618 4.105222 -0.320688 -0.1 0.0 -0.1
H 1.764392 3.482308 -1.975520 -0.1 0.1 0.1
C 0.291077 2.462319 -0.672548 0.0 0.4 0.1
C -0.620242 3.237119 0.295671 0.0 -0.2 -0.3
C -1.935732 2.546075 0.506848 -0.1 0.2 0.2
C -2.892252 2.535065 -0.503169 0.1 0.0 0.1
C -4.086637 1.857460 -0.338092 -0.1 0.0 -0.1
C -4.346862 1.185015 0.844239 -0.1 -0.1 0.0
C -3.406564 1.198346 1.860320 0.0 -0.1 0.1
C -2.210252 1.873573 1.691702 0.0 0.1 0.0
H -1.476257 1.874925 2.484807 0.1 0.0 0.1
H -3.604954 0.681554 2.788507 0.0 0.0 0.1
H -5.280892 0.658408 0.973231 -0.1 0.0 0.0
H -4.818752 1.855950 -1.132627 -0.1 0.0 -0.1
H -2.696843 3.063173 -1.426067 0.0 0.1 -0.1
H -0.789567 4.229172 -0.129685 0.0 0.1 0.0
H -0.096789 3.349087 1.246538 0.1 0.1 0.0
H -0.253590 2.282366 -1.609451 0.0 0.0 0.0
N 2.776687 0.094303 0.323966 -0.6 -0.4 0.2
C 4.142776 -0.129932 0.419319 0.5 0.0 0.0
C 5.087506 0.805697 0.006013 -0.1 0.1 -0.1
C 6.433819 0.515023 0.118305 0.1 -0.2 0.1
C 6.858828 -0.696980 0.637720 0.2 0.0 0.0
C 5.920104 -1.628144 1.048907 0.0 0.0 0.0
C 4.571337 -1.350295 0.941386 -0.1 0.0 0.0
H 3.841401 -2.081375 1.264184 -0.1 -0.1 0.0
H 6.238504 -2.576991 1.455977 0.0 -0.1 0.0
H 7.912720 -0.915481 0.722619 0.1 0.0 0.0
H 7.160792 1.246130 -0.203801 0.0 0.1 0.0
H 4.740315 1.744013 -0.392857 0.1 0.0 0.0
H 2.190606 -0.644046 0.682699 0.1 0.1 -0.1
H -1.110046 0.325861 -0.173819 0.1 -0.1 0.1
H 0.131161 -0.653664 0.604653 -0.2 0.0 0.0
H -0.753015 -2.124660 -2.885278 -0.1 0.0 0.0
H -1.902698 -1.225068 -1.904530 -0.1 0.0 -0.1
H -1.279729 -3.820588 -1.447387 0.1 -0.1 0.0
H -0.007938 -3.086292 -0.485445 0.1 -0.1 0.0
H -1.862553 -1.777496 0.733696 0.0 0.1 0.1
H -1.815571 -3.520302 0.990241 0.0 0.0 0.1
H -3.683908 -2.069615 -0.931683 0.0 0.0 -0.1
H -3.611155 -3.816383 -0.701903 0.0 0.0 -0.1
H -4.284212 -1.773889 1.467938 0.0 0.1 0.1
H -4.239424 -3.523111 1.694506 0.0 -0.1 0.1
H -5.450799 -2.803224 0.633206 -0.1 0.0 0.1
```
Positions in Å, forces in eV/Å.

Results
**Highest occupied orbital energy**: -0.290 Eh
**SMILES**: CCCCCCCN1C(Nc2ccccc2)=NC[C@@H]1Cc1ccccc1
**Relative energy (zero: lowest compared OMol25 entry of this formula, charge and spin)**: 8.8 kJ/mol
**Electronic energy**: -28825.191 eV
**Strongest force on any atom**: 0.764 eV Å⁻¹
**Charge**: 0
**Kohn-Sham gap**: 0.318 Ha

2.
2 unconnected molecules or ions with the total composition C3H13N2 in a non-equilibrium geometry. Source: OMol25; level of theory: ωB97M-V/def2-TZVPD.

XYZ file:
```
18
Properties=species:S:1:pos:R:3:forces:R:3
C -1.854012 -0.866767 1.588588 -0.4 -0.4 0.2
N -0.705018 -0.073160 2.019005 0.5 0.0 -0.9
H -2.468591 -1.262276 2.403722 0.1 0.1 0.1
H -2.514914 -0.276365 0.950984 0.1 0.0 0.0
H -1.519724 -1.743753 1.031168 0.1 0.1 -0.1
H 0.004519 -0.642887 2.454611 0.0 -0.3 0.2
H -0.964118 0.606928 2.708884 -0.2 0.4 0.2
H 0.253889 0.355424 0.057179 0.2 0.7 0.8
C 1.943608 -0.323177 -0.879526 0.2 -0.3 0.8
N 0.840176 0.679525 -0.732103 0.1 -0.6 -1.1
C -0.093467 0.870134 -1.890807 0.4 0.1 -0.7
H 1.462140 -1.297287 -0.871561 0.3 -0.1 -0.3
H 2.654819 -0.160511 -1.685888 -0.7 0.2 -0.6
H 2.588465 -0.235039 -0.001948 -0.4 -0.1 0.2
H 1.288094 1.574000 -0.577509 -0.3 0.3 0.6
H 0.477004 0.974345 -2.814045 0.2 0.1 0.2
H -0.634274 1.796949 -1.717451 -0.2 -0.2 0.0
H -0.758602 0.023911 -2.043297 0.0 0.0 0.5
```
Positions in Å, forces in eV/Å.

Results
**Highest occupied orbital energy**: -0.499 Eh
**Relative energy (zero: lowest compared OMol25 entry of this formula, charge and spin)**: 113.8 kJ/mol
**Electronic energy**: -6295.438 eV
**Strongest force on any atom**: 1.208 eV Å⁻¹
**Charge**: +1
**Kohn-Sham gap**: 0.385 Ha

3.
5 unconnected molecules or ions with the total composition C21H51N5O3 in a non-equilibrium geometry. Source: OMol25; level of theory: ωB97M-V/def2-TZVPD.

XYZ file:
```
80
Properties=species:S:1:pos:R:3:forces:R:3
C -3.535915 0.544731 6.333393 1.4 0.5 0.5
C -3.826425 0.808641 4.863583 0.2 -0.1 -0.1
N -4.919335 1.721461 4.612273 -0.8 -0.5 0.5
C -4.712145 3.112971 4.919003 0.5 0.9 0.1
C -5.371955 4.044731 3.921253 -1.5 0.0 -1.4
C -6.185375 1.083521 5.060193 1.0 0.1 -2.3
C -6.468255 0.123101 3.843033 -1.7 1.1 0.9
H -3.848155 -0.445109 6.666293 -0.5 0.3 0.2
H -3.869745 1.373731 6.957423 -0.5 -0.3 0.2
H -2.463505 0.560151 6.527813 0.3 -0.1 -0.2
H -2.980285 1.155701 4.270523 0.3 0.1 0.4
H -4.034305 -0.192689 4.486433 -0.3 0.3 -0.6
H -5.065335 3.394051 5.911143 0.2 0.0 0.4
H -3.644885 3.324251 4.852573 0.2 -0.2 0.3
H -5.233915 5.123601 3.849973 1.0 0.0 0.9
H -5.187665 3.697561 2.904583 0.2 -0.2 0.0
H -6.458945 4.042061 4.002113 -0.3 -0.5 0.2
H -6.967305 1.827951 5.210213 0.0 0.1 -0.5
H -6.127405 0.585561 6.028073 0.3 -0.4 0.0
H -6.396345 0.661381 2.897953 0.6 0.3 0.2
H -7.547845 -0.023919 3.873903 -0.1 -1.3 0.1
H -5.828325 -0.758039 3.796283 -0.5 0.0 0.2
C 3.052645 0.320631 -1.191047 -1.0 -0.6 0.1
C 1.699595 0.944651 -0.711727 1.3 0.8 -1.0
N 0.637655 0.770841 -1.703177 0.7 -1.2 -0.3
C -0.605545 1.528071 -1.444277 0.7 -1.0 -0.5
C -0.376795 3.002221 -1.584227 -0.3 0.7 0.6
C 0.386595 -0.646809 -2.083177 -0.4 0.6 -0.3
C -0.218625 -1.489279 -1.000007 -1.0 0.0 0.6
H 3.237565 0.589751 -2.230997 -0.2 -0.2 -0.1
H 2.936575 -0.756439 -1.070397 0.2 -0.2 -0.5
H 3.979605 0.523971 -0.654857 -0.4 0.6 0.5
H 1.458965 0.594921 0.292213 -0.2 -0.1 0.3
H 1.888175 2.018091 -0.695267 -0.2 0.1 0.5
H -1.326455 1.176351 -2.182307 0.0 0.1 -0.2
H -1.058305 1.285611 -0.482857 0.0 0.1 0.4
H 0.260635 3.369381 -0.779877 0.4 0.0 -0.2
H 0.016395 3.266571 -2.565867 0.1 0.0 0.1
H -1.289775 3.565001 -1.389657 -0.3 -0.1 -0.3
H 1.211975 -1.269309 -2.428637 0.8 1.0 -0.2
H -0.262955 -0.585479 -2.956337 -0.3 0.0 0.1
H -0.960455 -2.160009 -1.433487 0.2 -0.4 0.1
H -0.782495 -0.857059 -0.314097 0.0 -0.1 0.2
H 0.525595 -2.036999 -0.421887 -0.1 -0.1 0.0
C 1.540405 -7.306979 -6.257727 -0.5 0.8 0.5
O 0.856385 -6.314869 -6.376747 -0.1 0.2 0.0
N 1.684165 -8.029829 -5.122737 0.3 -0.4 1.1
C 1.224015 -7.629799 -3.743217 -0.3 1.2 -1.4
C 2.542335 -9.204279 -5.192717 -1.0 -0.4 -0.2
H 2.141885 -7.694119 -7.094707 -0.1 -0.2 0.0
H 0.487875 -6.828139 -3.802627 -0.2 -0.1 -0.7
H 2.005285 -7.110149 -3.188527 0.5 -0.6 0.1
H 0.722245 -8.396749 -3.153197 0.5 -0.4 -0.4
H 1.952465 -9.963609 -4.679337 0.9 -0.3 0.7
H 2.577935 -9.635789 -6.193027 0.1 0.5 -0.3
H 3.565645 -9.015629 -4.868117 -0.1 -0.3 0.5
C 4.546455 2.885941 7.641423 3.0 1.1 1.0
O 5.119565 3.934591 7.911523 -0.6 -0.5 0.2
N 3.591095 2.746511 6.766723 -2.4 0.7 -2.1
C 3.197315 3.784881 5.850303 0.3 1.1 -0.5
C 3.326565 1.486201 6.201643 -0.1 -2.2 0.6
H 4.925635 1.917161 8.001833 -0.2 0.0 0.4
H 3.427995 3.478281 4.830073 0.1 -0.3 -0.1
H 3.782085 4.696601 5.972463 -0.3 0.0 0.5
H 2.124425 3.977221 5.854763 0.0 0.1 0.3
H 3.899385 1.337051 5.286363 0.1 -0.2 -0.1
H 3.598735 0.762281 6.969743 0.2 -0.4 -0.3
H 2.285715 1.244711 5.986183 -0.2 0.6 0.0
C 1.729155 2.422031 -7.184197 -0.2 2.5 -0.6
O 1.803245 3.672921 -7.349377 0.2 -3.3 0.4
N 2.503555 1.482741 -7.766417 0.9 -1.4 0.8
C 3.634445 1.855431 -8.624747 -1.0 -0.4 -0.3
C 2.257865 -0.004609 -7.610547 0.1 1.3 0.2
H 0.936015 1.970791 -6.568147 0.0 0.1 0.1
H 4.644325 1.558651 -8.341607 -0.2 -0.2 0.9
H 3.608265 2.940091 -8.729197 -0.1 -0.2 -0.5
H 3.423185 1.263081 -9.515027 0.3 0.7 -0.7
H 1.743185 -0.415429 -8.479137 0.1 0.1 -0.1
H 3.190455 -0.548579 -7.460697 0.2 0.3 -0.2
H 1.663485 -0.238699 -6.727367 -0.2 0.4 0.0
```
Positions in Å, forces in eV/Å.

Results
**Highest occupied orbital energy**: -0.299 Eh
**SMILES**: CCN(CC)CC.CCN(CC)CC.CN(C)C=O.CN(C)C=O.CN(C)C=O
**Relative energy (zero: lowest compared OMol25 entry of this formula, charge and spin)**: 367.1 kJ/mol
**Electronic energy**: -36193.817 eV
**Strongest force on any atom**: 3.350 eV Å⁻¹
**Charge**: 0
**Kohn-Sham gap**: 0.309 Ha

4.
2 unconnected molecules or ions with the total composition C5H13NO in a non-equilibrium geometry. Source: OMol25; level of theory: ωB97M-V/def2-TZVPD.

XYZ file:
```
20
Properties=species:S:1:pos:R:3:forces:R:3
C -2.739464 -0.081556 1.135728 0.5 -0.5 -0.1
C -1.363361 -0.723518 1.344216 0.3 0.1 -0.1
N 0.724157 -0.668139 -0.864986 -0.4 0.0 0.8
C 0.810042 0.092932 0.314730 0.7 -0.4 -0.2
C -0.199397 0.224725 1.191236 0.4 -0.3 0.1
C 2.179235 0.727718 0.469134 -1.2 0.8 -0.1
H -2.773345 0.426585 0.171271 0.1 0.2 0.1
H -3.507089 -0.857184 1.097467 -0.2 0.1 0.3
H -2.890485 0.622034 1.952722 -0.4 0.1 -0.1
H -1.243168 -1.609296 0.711838 0.0 0.2 -0.1
H -1.257123 -1.129712 2.360174 -0.4 0.1 0.0
H 1.581484 -1.166124 -1.108577 -0.2 0.0 0.0
H -0.099730 -1.261158 -0.829891 0.3 -0.2 -0.5
H -0.047302 0.917848 2.012042 0.1 0.0 0.0
H 2.985172 0.014554 0.617371 -0.1 -0.2 0.0
H 2.370999 1.267755 -0.462957 0.3 0.1 0.0
H 2.134327 1.439091 1.301360 0.3 -0.1 0.0
H 1.663700 0.120644 -3.450017 0.3 0.1 0.8
H 0.646548 1.249327 -3.856946 0.4 -0.3 0.4
O 1.024802 0.393467 -4.105909 -0.6 0.1 -1.2
```
Positions in Å, forces in eV/Å.

Results
**Multiplicity**: 2
**Expectation value of S²**: 0.750
**Highest occupied orbital energy (alpha / beta)**: 0.042 / -0.162 Eh
**Relative energy (zero: lowest compared OMol25 entry of this formula, charge and spin)**: 95.5 kJ/mol
**Electronic energy**: -8931.771 eV
**Strongest force on any atom**: 1.451 eV Å⁻¹
**Charge**: -1
**Kohn-Sham gap (alpha / beta)**: 0.100 / 0.299 Ha